Arrangement w

22
Properties=species:S:1:pos:R:3 method="wB97M-V/def2-TZVPD" charge=+1 mol_weight_g_mol=133.0 e_homo_ev=-14.436 gap_ev=10.9765
Li -18.52300 18.35900 4.97100
O -19.39500 19.41400 3.25000
H -19.35000 19.69200 2.37300
H -19.88700 20.13300 3.69200
O -20.42100 18.55700 6.09400
H -20.35000 17.66300 6.45600
H -20.51800 19.02700 6.93800
O -17.08800 21.22400 3.01700
H -17.75300 20.69400 3.44300
H -16.33200 20.70100 3.09600
O -17.92900 17.57800 7.04100
H -18.18200 18.20300 7.69500
H -17.55700 16.85800 7.57600
O -16.62400 18.04900 4.19500
H -16.83600 17.86500 3.28100
H -15.99900 18.74500 4.12200
O -17.85500 20.20900 5.74200
H -17.00200 20.05400 6.08900
H -18.37800 20.46300 6.47900
O -19.11700 16.45300 4.71500
H -19.66400 16.07900 4.03000
H -18.39000 15.83700 4.82500

---

Arrangement x

22
Properties=species:S:1:pos:R:3 method="wB97M-V/def2-TZVPD" charge=+1 mol_weight_g_mol=133.0 e_homo_ev=-14.280 gap_ev=10.9343
Li -25.41645 -43.99058 -9.80221
O -23.60702 -45.51585 -10.12350
H -22.98225 -45.61040 -9.51854
H -23.47078 -46.25544 -10.77625
O -26.70956 -45.59615 -10.61484
H -26.59018 -46.36060 -9.90287
H -27.61791 -45.38280 -10.43203
O -25.70487 -44.65081 -7.76151
H -25.06284 -45.18170 -7.33297
H -26.09585 -43.99081 -7.27723
O -27.99580 -42.78848 -12.41224
H -28.31799 -43.58563 -12.38089
H -26.96315 -42.97102 -12.11040
O -27.27950 -42.78631 -9.00207
H -26.81602 -42.13230 -8.47877
H -27.90604 -42.35640 -9.51657
O -24.33560 -42.40135 -9.40398
H -24.92742 -42.09003 -8.90631
H -23.67838 -41.86174 -9.80974
O -24.99625 -43.48170 -11.89908
H -24.81572 -42.64026 -12.34099
H -24.66294 -44.34681 -12.51930

---

Most stable one: arrangement w, least stable one: arrangement x.

---

Arrangement w

14
Properties=species:S:1:pos:R:3 method="wB97M-V/def2-TZVPD" mol_weight_g_mol=131.6 e_homo_ev=-7.764 gap_ev=8.1567
C 1.42475 0.54415 -0.50499
C 1.01719 0.33117 0.85947
C 0.74444 0.00399 -1.45950
C -0.14955 0.05399 1.42310
C -1.19308 -1.10925 -0.48829
N -1.24931 -0.49550 0.76598
O -2.28030 -0.95582 -1.36119
Cl -0.62758 -2.73111 -0.33086
H 2.27768 1.21826 -0.63395
H 1.80673 0.56995 1.43935
H 0.67553 0.04394 -2.49798
H -0.22729 0.40469 2.34828
H -2.09582 -0.52479 1.32133
H -2.04839 -1.24954 -2.16983

---

Arrangement x

14
Properties=species:S:1:pos:R:3 method="wB97M-V/def2-TZVPD" mol_weight_g_mol=131.6 e_homo_ev=-9.676 gap_ev=10.4731
C 0.23025 -0.59871 0.53304
C 0.94966 -0.58754 -0.76936
C 0.43508 0.80572 -1.31337
C -0.67410 0.63115 0.38997
C 0.52396 1.66327 0.03221
H 1.04776 -0.46415 1.37683
H 0.67516 -1.33555 -1.42117
H 1.98792 -0.69002 -0.54113
H 0.78371 1.04916 -2.35427
H -1.54354 0.00669 -1.44892
H -1.37891 0.78989 1.22665
N -1.01106 0.67803 -1.01379
O 1.23774 2.45871 0.59962
Cl -0.77563 -2.07384 0.71921

---

Most stable one: arrangement x, least stable one: arrangement w.

---

Arrangement w

78
Properties=species:S:1:pos:R:3 method="wB97M-V/def2-TZVPD" smiles="C[C@H]1COC(=O)O1.C[C@H]1COC(=O)O1.C[C@H]1COC(=O)O1.C[C@H]1COC(=O)O1.C[C@H]1COC(=O)O1.C[C@H]1COC(=O)O1" mol_weight_g_mol=612.5 e_homo_ev=-10.652 gap_ev=10.7217
C -5.98062 1.55688 -6.76674
C -6.41543 0.35758 -5.96542
C -6.09345 -1.02527 -6.54470
O -5.52791 -1.70432 -5.44420
C -5.09120 -0.81188 -4.51419
O -4.27305 -1.11797 -3.70369
O -5.66886 0.36900 -4.71522
H -4.96239 1.41114 -7.13106
H -6.02498 2.46259 -6.16625
H -6.59558 1.70441 -7.65695
H -7.45522 0.36802 -5.63277
H -5.36238 -0.90522 -7.35153
H -6.96865 -1.50070 -6.97308
C -7.03696 -3.24433 -2.20246
C -6.20833 -4.24951 -2.94291
C -5.13987 -5.00571 -2.13015
O -5.17304 -6.31122 -2.66294
C -6.41130 -6.53321 -3.17475
O -6.83676 -7.60793 -3.44951
O -7.05775 -5.37756 -3.32611
H -6.31138 -2.43576 -2.04775
H -7.50469 -3.59902 -1.28737
H -7.80045 -2.80764 -2.84873
H -5.76868 -3.81417 -3.83963
H -5.33104 -4.87898 -1.06362
H -4.18068 -4.55172 -2.37631
C -13.43342 1.64419 -0.61084
C -14.31601 0.47839 -1.00604
C -15.81527 0.79702 -0.93574
O -16.35346 0.21119 -2.11885
C -15.35557 0.03127 -3.01013
O -15.44413 -0.21554 -4.15949
O -14.17699 0.33509 -2.42678
H -12.39130 1.45419 -0.87932
H -13.39619 1.74546 0.47934
H -13.69846 2.62708 -0.99398
H -14.08666 -0.43956 -0.46889
H -16.04683 1.86081 -0.98885
H -16.21504 0.36439 -0.01971
C -11.52284 -4.53393 -9.26046
C -11.68863 -5.55599 -10.37215
C -13.12461 -5.88633 -10.77808
O -13.03899 -6.00801 -12.19013
C -11.94778 -5.34994 -12.62206
O -11.73088 -5.10779 -13.75784
O -11.15345 -5.01287 -11.58918
H -11.93449 -4.89614 -8.31856
H -11.89248 -3.52405 -9.43423
H -10.44719 -4.39460 -9.12873
H -11.17218 -6.49130 -10.15751
H -13.89863 -5.17100 -10.49011
H -13.44576 -6.83332 -10.34086
C -12.80908 -2.20802 -6.30352
C -11.74200 -1.14783 -6.12238
C -11.53144 -0.70282 -4.67711
O -10.23028 -1.11141 -4.34239
C -9.64583 -1.72436 -5.39538
O -8.57028 -2.22750 -5.34284
O -10.49243 -1.80401 -6.41905
H -12.74296 -2.71300 -7.26504
H -13.82983 -1.81974 -6.24790
H -12.75311 -2.93149 -5.48731
H -11.97035 -0.25993 -6.71153
H -12.28258 -1.10540 -3.99122
H -11.71297 0.37378 -4.61105
C -11.02904 -2.94781 -1.38216
C -11.73720 -3.18901 -0.06324
C -11.76884 -1.95766 0.81076
O -13.12343 -1.93214 1.31954
C -13.81803 -2.96351 0.78690
O -14.86917 -3.33039 1.18746
O -13.08986 -3.55815 -0.20142
H -11.63632 -2.25157 -1.96530
H -10.81734 -3.82831 -1.98864
H -10.04238 -2.49711 -1.25224
H -11.26169 -3.98181 0.52933
H -11.52603 -1.02009 0.30772
H -11.12306 -2.06212 1.68132

---

Arrangement x

78
Properties=species:S:1:pos:R:3 method="wB97M-V/def2-TZVPD" smiles="C[C@H]1COC(=O)O1.C[C@H]1COC(=O)O1.C[C@H]1COC(=O)O1.C[C@H]1COC(=O)O1.C[C@H]1COC(=O)O1.C[C@H]1COC(=O)O1" mol_weight_g_mol=612.5 e_homo_ev=-10.903 gap_ev=11.2393
C 1.78514 3.26062 1.05873
C 0.64836 3.05173 2.04394
C -0.72010 3.75455 1.81511
O -1.70147 2.75547 1.97030
C -1.10806 1.56066 2.14327
O -1.65191 0.53260 2.38038
O 0.24194 1.67719 2.06627
H 1.53338 3.12855 0.00559
H 2.55718 2.51187 1.26454
H 2.30879 4.20338 1.21078
H 1.01164 3.28062 3.04927
H -0.76870 4.19362 0.81891
H -0.77944 4.54598 2.56077
C -3.80149 -1.61090 -3.79907
C -2.77978 -1.37829 -2.67400
C -3.37351 -0.82329 -1.41970
O -3.10434 -1.77580 -0.39186
C -2.34281 -2.76975 -0.91819
O -1.85700 -3.65858 -0.30071
O -2.28916 -2.65876 -2.26461
H -4.27487 -0.69734 -4.14676
H -4.49751 -2.37712 -3.46166
H -3.20475 -2.03424 -4.61075
H -1.98016 -0.76739 -3.09827
H -4.46787 -0.75337 -1.46360
H -3.05935 0.18280 -1.13703
C 1.37167 -5.39688 -0.40633
C 2.31877 -4.78837 0.62057
C 3.20995 -5.82744 1.34617
O 4.53008 -5.52198 0.85905
C 4.51976 -4.41375 0.11507
O 5.47772 -3.87490 -0.32595
O 3.26165 -3.90792 0.05035
H 0.80830 -4.53554 -0.77006
H 0.71115 -6.14818 0.02173
H 1.86228 -5.87361 -1.25741
H 1.70674 -4.20502 1.31051
H 3.03658 -6.85948 1.05721
H 3.11822 -5.68302 2.42150
C -5.98075 3.59861 -1.79036
C -4.53407 4.04863 -2.03171
C -4.44300 5.38190 -2.79771
O -3.57214 6.20870 -1.98854
C -3.19526 5.49222 -0.90426
O -2.32906 5.82873 -0.17613
O -4.00697 4.41769 -0.74794
H -6.00564 2.94042 -0.92497
H -6.44542 3.21427 -2.69403
H -6.50795 4.49888 -1.46952
H -3.82248 3.35367 -2.48224
H -5.37966 5.93919 -2.73450
H -4.07054 5.25469 -3.80964
C 2.36415 -0.84904 2.93799
C 3.38047 -1.43937 3.92546
C 4.78060 -1.59374 3.29588
O 5.53758 -0.60510 4.00355
C 4.84009 -0.17168 5.08074
O 5.34087 0.46741 5.93867
O 3.57043 -0.58103 5.02466
H 2.38093 -1.33782 1.96645
H 2.61253 0.21055 2.86687
H 1.36904 -0.95481 3.37045
H 3.04992 -2.42377 4.25725
H 4.89680 -1.46637 2.22146
H 5.16525 -2.59943 3.49202
C 1.28368 -1.38914 -1.41454
C 1.15961 0.07853 -1.13817
C 1.73419 1.06576 -2.15839
O 0.70991 1.99198 -2.45833
C -0.45087 1.54601 -1.91100
O -1.50308 2.06700 -2.08356
O -0.23654 0.47590 -1.13784
H 0.55680 -1.93482 -0.80607
H 2.24343 -1.79248 -1.08662
H 1.11174 -1.67039 -2.45439
H 1.50967 0.31409 -0.13084
H 2.04831 0.49078 -3.03335
H 2.58041 1.62469 -1.76091

---

Most stable one: arrangement x, least stable one: arrangement w.